No. 1
{"formula": "C4H27NO11", "method": "wB97M-V/def2-TZVPD", "elements": ["O", "H", "H", "H", "N", "C", "H", "H", "H", "H", "O", "H", "O", "H", "H", "H", "H", "H", "H", "C", "H", "H", "H", "H", "C", "O", "C", "H", "H", "O", "O", "H", "H", "O", "O", "H", "O", "H", "H", "O", "O", "H", "H"], "coordinates": [[0.339816, 2.863110, 0.628122], [-0.325409, 3.771989, -1.234303], [-3.205235, 2.142511, 0.073236], [0.560385, -2.098035, 1.792089], [-0.264842, 0.211437, -1.796515], [1.040736, -1.367601, -0.112898], [-2.304800, 1.615447, 2.099581], [-1.578588, -1.802344, 0.499045], [3.402479, -0.957034, -2.220498], [-0.232440, -0.286958, 2.986825], [0.847282, -1.209206, 1.325914], [3.277650, -0.186407, -3.455754], [3.712567, -0.112292, -2.613676], [-1.156202, -2.512343, -1.162235], [2.853428, 1.063638, -1.699074], [-1.070260, 0.626435, 3.930930], [0.248512, 0.671151, -3.761516], [-1.081108, 0.941251, -1.690665], [-0.426829, 0.149566, 0.312730], [-0.226848, -0.568854, -0.556490], [-1.552649, -1.866293, 2.490876], [1.979196, -0.757950, -0.499151], [-0.377691, -4.214968, 0.876441], [-2.309834, -1.052973, -0.866501], [0.506892, 0.024582, -2.921352], [-1.700382, 2.105943, 2.632890], [-1.425234, -1.540696, -0.543410], [0.643647, 4.081318, -2.224324], [0.294610, -4.697823, -0.414787], [-0.181892, 4.404713, -2.035142], [0.347469, -3.972464, 0.249056], [1.075036, 3.309242, 0.778740], [0.730670, 1.887202, 0.779114], [-1.238053, -2.703829, 2.860405], [1.362473, -0.887000, -2.996113], [-0.925849, -2.306956, 3.742621], [-2.967752, 1.250277, 0.291439], [1.263585, -2.427805, -0.373998], [-1.093343, 2.495446, 2.009129], [2.348375, 1.606740, -1.083089], [-0.490520, -0.209065, 3.851055], [-3.690571, 0.662363, 0.411047], [2.991513, 1.854523, -0.359790]], "forces_ev_per_angstrom": [[-3.834, -6.736, -0.180], [-0.146, 1.735, -1.636], [-0.810, 0.407, -0.110], [0.928, 2.259, -1.687], [-1.076, 1.554, -0.367], [1.720, 2.520, -0.180], [-0.674, -0.496, -0.778], [-0.076, -0.498, -0.027], [0.294, 0.771, -0.083], [1.233, 0.160, -3.621], [0.280, -2.840, 1.268], [-0.374, 0.169, -0.739], [0.848, -0.896, 0.774], [-0.864, 2.103, 1.203], [0.545, -0.469, -0.331], [1.496, -1.728, -0.636], [0.101, 0.232, -0.003], [2.523, -1.763, -1.079], [0.509, -0.706, -1.458], [-0.683, -0.825, 0.193], [-0.182, -0.294, -0.202], [-1.769, -1.003, 1.385], [0.803, 0.413, -0.463], [-0.839, 0.293, -0.643], [-0.267, -1.858, 1.767], [0.200, 0.297, 1.389], [1.620, -1.727, -0.539], [3.558, -0.881, -1.401], [0.206, 0.732, 0.601], [-3.305, -1.007, 3.141], [-1.318, -2.094, 0.264], [5.201, 3.904, 0.993], [-1.578, 2.854, -0.894], [0.673, 1.069, 1.730], [-1.839, 1.578, -0.239], [-0.504, -1.015, -1.519], [1.941, -0.228, 0.000], [-0.993, 1.371, -0.083], [0.583, 0.370, -0.423], [0.501, 1.271, 1.960], [-2.430, 1.706, 4.174], [-1.302, -0.211, -0.107], [-0.900, -0.490, -1.414]], "spin_multiplicity": 1, "e_homo_ev": -9.34, "e_above_lowest_kj_mol": 497.7, "charge": 0}

No. 2
{"formula": "C18H30N3O3", "method": "wB97M-V/def2-TZVPD", "elements": ["C", "H", "C", "H", "H", "C", "H", "H", "C", "H", "C", "O", "C", "C", "H", "H", "C", "C", "H", "C", "H", "C", "H", "H", "N", "H", "H", "H", "N", "H", "H", "H", "C", "H", "H", "C", "H", "H", "H", "O", "C", "H", "O", "H", "H", "C", "C", "H", "C", "H", "H", "N", "C", "H"], "coordinates": [[-0.492651, -6.293137, -3.070818], [0.435782, 4.659102, -1.125983], [0.330677, -2.250313, 0.626769], [-1.224481, 4.612627, 2.559809], [1.162620, -6.628602, -1.699412], [-1.067316, 6.436076, 0.728395], [-1.368377, -2.339169, 2.631820], [-1.173260, -5.859667, -2.342019], [0.520687, 0.575953, -0.422918], [-1.400370, 6.786122, 2.850482], [0.960340, -6.113772, -2.645654], [1.339559, -4.748606, -2.559711], [1.305325, -2.652729, -1.560119], [0.954380, -4.002419, -1.502140], [-0.435285, 3.435509, -2.084626], [-0.712925, -7.351729, -3.172068], [1.124655, 2.010034, -0.440509], [-0.480604, -1.728377, 2.825823], [0.860327, -3.365204, 3.301028], [-0.354451, 3.904309, -1.103346], [-2.058039, 3.368137, 1.622537], [0.491862, -2.448335, 3.753548], [2.323552, -0.233235, -0.871593], [0.868382, 4.222396, 1.256656], [-1.687354, 5.125052, 0.603097], [-2.475873, 3.770389, -0.736487], [1.824519, -2.291410, -2.433360], [-1.269857, 6.980405, -0.195369], [-0.010736, 2.879506, -0.099520], [-1.964066, 5.306178, -1.446782], [-0.549920, -3.993238, 1.519461], [-2.753539, 7.221431, 1.805311], [-1.671248, 7.216363, 1.890251], [-0.031547, -5.482569, -0.284007], [-0.010468, -2.693570, 4.684578], [-1.286763, 4.144596, 1.578626], [-0.659600, -5.806710, -4.028304], [-0.798051, 2.132662, -0.076990], [1.513342, 2.242581, -1.433332], [0.120636, -1.326798, 1.604981], [-0.028133, -3.592070, 0.666374], [1.343352, -1.808723, 3.972663], [-0.685077, 0.506498, -0.235230], [1.930054, 2.098247, 0.289238], [-0.806724, -0.790270, 3.283923], [-1.700735, 4.544682, -0.712602], [0.989366, -1.796320, -0.525176], [0.025750, 6.379682, 0.852301], [0.064293, 3.482197, 1.246806], [0.283601, 2.700674, 1.975053], [1.624180, -6.525374, -3.409922], [1.362706, -0.423796, -0.622367], [0.270357, -4.452324, -0.375951], [-1.312795, 8.241231, 1.866957]], "forces_ev_per_angstrom": [[0.350, 0.203, 0.125], [0.046, -0.137, 0.018], [0.134, -0.009, -0.102], [0.023, -0.123, 0.035], [0.058, 0.059, -0.076], [-0.110, 0.160, 0.206], [0.026, 0.096, -0.027], [-0.101, -0.009, 0.039], [0.025, 0.900, -0.056], [0.016, -0.004, 0.137], [-0.244, -0.378, -0.116], [0.096, 0.227, -0.084], [-0.125, -0.175, 0.080], [-0.015, 0.248, 0.286], [0.101, -0.096, 0.064], [-0.059, -0.119, -0.007], [0.260, -0.567, -0.101], [-0.018, -0.133, 0.435], [0.038, -0.094, 0.023], [-0.489, 0.621, -0.474], [0.037, -0.040, 0.097], [-0.151, 0.179, -0.342], [-0.115, 0.137, 0.105], [0.027, -0.131, -0.086], [-0.191, -0.015, -0.066], [0.005, -0.012, -0.102], [0.047, 0.078, -0.146], [0.086, -0.039, -0.025], [-0.492, -0.512, -0.008], [0.017, -0.088, -0.034], [-0.033, -0.006, 0.115], [-0.108, 0.019, -0.003], [0.154, -0.069, -0.207], [-0.022, -0.113, -0.035], [-0.035, -0.055, 0.124], [0.174, -0.075, -0.013], [-0.036, 0.017, -0.085], [0.469, 0.400, -0.045], [-0.061, 0.068, 0.075], [0.198, -0.087, -0.265], [-0.059, 0.384, 0.192], [0.066, 0.042, 0.041], [-0.144, -0.275, -0.063], [-0.089, 0.092, -0.023], [-0.043, -0.162, -0.060], [0.241, -0.091, -0.100], [-0.245, -0.307, 0.135], [0.006, 0.048, -0.104], [-0.252, 0.419, 0.767], [0.068, -0.059, -0.110], [-0.059, 0.004, 0.180], [0.315, -0.371, -0.029], [0.159, -0.163, -0.373], [0.052, 0.115, 0.085]], "spin_multiplicity": 1, "e_homo_ev": -10.35, "e_above_lowest_kj_mol": 99.9, "charge": 1}

Q: What is the formula in the second record?
A: C18H30N3O3